Computed, not measured: a structure of composition C23H44CoNP3S in a non-equilibrium geometry, with ωB97M-V/def2-TZVPD.

The expectation value of S² is 6.074. Its charge is +3. As for the largest force on an atom: 4.43 eV/Å. The gap between HOMO and LUMO (alpha / beta) is 0.2681 / 0.1901 hartree. The electronic energy is -102350.9473 eV. Its HOMO energy (alpha / beta) is -16.48 / -16.64 eV. As for the multiplicity: 5.

Last column: Mulliken spin population.
Cartesian coordinates (Å):
Co (-0.03470, -1.65880, -0.98495)  2.329
P (-2.14532, 0.09263, 1.15683)  0.134
P (0.91912, -1.31154, 1.58881)  0.274
P (-1.18513, -0.64834, -2.42154)  -0.010
H (0.07556, -3.91281, -1.51233)  -0.033
C (0.01370, -3.16387, -2.26931)  -0.028
C (1.10534, -2.52021, -2.88463)  0.236
H (2.15528, -2.69735, -2.62156)  0.004
C (-3.28798, -1.32750, 1.43753)  0.023
C (-1.95913, 0.95714, 2.77870)  0.017
C (-3.13570, 1.50260, 0.45306)  0.006
C (2.61642, -1.73139, 2.14248)  0.026
C (1.08568, 0.46548, 1.98616)  0.045
C (-0.07530, -2.03790, 2.93713)  0.045
C (-1.11978, -0.74062, -4.23582)  -0.002
C (-0.96791, 1.14533, -2.14658)  0.033
C (-2.95535, -0.98942, -2.12168)  0.001
H (-0.81740, -3.41169, -2.94963)  0.007
H (1.07060, -2.09963, -3.91806)  0.002
H (-4.13280, -1.01076, 2.05606)  0.001
H (-2.72680, -2.12627, 1.94152)  -0.002
H (-3.64084, -1.69583, 0.46241)  -0.003
H (-2.93872, 1.08765, 3.23704)  0.003
H (-1.52280, 1.94358, 2.57713)  -0.002
H (-1.31192, 0.43107, 3.47600)  0.001
H (-4.09644, 1.55025, 0.98400)  0.001
H (-3.30756, 1.41318, -0.62559)  -0.002
H (-2.56399, 2.42526, 0.64247)  0.001
H (2.79080, -1.31855, 3.12885)  0.006
H (3.32288, -1.29765, 1.42762)  -0.001
H (2.76433, -2.80664, 2.15398)  -0.001
H (0.75989, 0.61975, 3.02330)  0.001
H (0.52862, 1.13060, 1.31807)  -0.014
H (2.14765, 0.74874, 1.93051)  -0.001
H (0.46013, -1.87188, 3.88778)  0.005
H (-0.18004, -3.11757, 2.74633)  -0.001
H (-1.07127, -1.56701, 2.99693)  -0.008
H (-2.02530, -0.29257, -4.63885)  0.000
H (-1.04471, -1.73854, -4.65454)  -0.001
H (-0.30413, -0.14808, -4.65207)  0.001
H (-1.85357, 1.71209, -2.44016)  0.001
H (-0.14239, 1.50205, -2.77214)  0.000
H (-0.73374, 1.41583, -1.11201)  -0.024
H (-3.53558, -0.81464, -3.03094)  0.005
H (-3.36542, -0.37439, -1.32408)  0.000
H (-3.08725, -2.03757, -1.83561)  0.001
C (3.96483, -1.62703, -0.92520)  -0.002
C (2.59214, -1.52052, -0.79491)  0.084
C (1.84391, -2.59374, -0.21959)  -0.054
C (2.47987, -3.86007, -0.09071)  -0.019
C (3.90614, -3.93190, -0.02035)  0.007
C (4.62180, -2.85270, -0.55382)  -0.008
S (4.79225, -0.18058, -1.49030)  0.000
H (4.39764, -0.18735, -2.75853)  0.000
H (1.99910, -0.63448, -1.12743)  0.044
H (0.68520, -2.66218, -0.03951)  -0.128
H (1.83818, -4.74507, 0.08773)  0.001
H (4.43424, -4.78507, 0.47520)  0.000
H (5.69506, -2.93594, -0.72795)  0.000
N (1.32337, 3.18383, -0.16452)  0.322
C (0.41445, 4.00205, 0.40678)  0.153
C (-0.59982, 4.57592, -0.41384)  0.162
C (-1.62880, 5.32604, 0.18153)  -0.020
C (-1.65128, 5.51048, 1.57619)  0.243
C (-0.67166, 4.91841, 2.36546)  0.000
C (0.37921, 4.21987, 1.80310)  0.161
H (1.38891, 3.06109, -1.16023)  -0.018
H (2.16572, 2.90235, 0.38460)  -0.017
H (-0.56328, 4.41729, -1.51034)  0.002
H (-2.37769, 5.80206, -0.46165)  0.002
H (-2.46698, 6.07476, 2.01751)  0.001
H (-0.69283, 5.06516, 3.44396)  0.002
H (1.18330, 3.78315, 2.39819)  0.003

Computed, not measured: a cluster of 6 separate species, C40H91N5O in total in a non-equilibrium geometry, with ωB97M-V/def2-TZVPD.

Its charge is +4. As for the largest force on an atom: 2.17 eV/Å. The gap between HOMO and LUMO is 0.3096 hartree. The electronic energy is -52418.1188 eV. Its HOMO energy is -16.70 eV.

Last column: Mulliken charge in e.
Cartesian coordinates (Å):
O (0.18075, 0.72194, 0.18664)  0.044
H (0.86389, 0.51544, -0.46554)  -0.524
C (1.93136, -5.02066, -2.43153)  -1.008
C (2.92172, -4.05132, -3.09341)  -0.593
C (3.98542, -3.49426, -2.16281)  -0.653
N (3.70549, -2.09032, -1.64825)  0.453
C (2.42341, -2.03418, -0.87379)  -1.317
C (3.63724, -1.06476, -2.77813)  -0.672
C (4.48113, 0.12393, -2.31014)  -0.673
C (4.80127, -0.14008, -0.82939)  -0.363
C (4.84465, -1.64686, -0.73616)  -0.666
H (1.14453, -5.27482, -3.15001)  0.381
H (1.41307, -4.54098, -1.60099)  0.063
H (2.36167, -5.99472, -2.20651)  0.367
H (2.32136, -3.24601, -3.52628)  0.303
H (3.42728, -4.55627, -3.91424)  0.516
H (4.91247, -3.32880, -2.71435)  0.530
H (4.20559, -4.09903, -1.28438)  0.518
H (1.61887, -2.34206, -1.53406)  0.210
H (2.30613, -1.01575, -0.51494)  0.231
H (2.48480, -2.74564, -0.05079)  0.479
H (2.59001, -0.77522, -2.85442)  0.240
H (3.94635, -1.57458, -3.68324)  0.523
H (4.01744, 1.10243, -2.38264)  0.269
H (5.40603, 0.07559, -2.88396)  0.414
H (4.07914, 0.25080, -0.10508)  -0.147
H (5.72564, 0.38075, -0.58360)  0.633
H (4.66211, -2.17308, 0.19508)  0.417
H (5.76782, -1.98653, -1.20935)  0.439
C (-1.97152, -5.58580, -1.82753)  -1.646
C (-1.55741, -4.51649, -0.76751)  0.689
C (-2.80569, -3.88440, -0.17400)  -1.283
N (-3.16307, -2.50143, -0.61722)  0.824
C (-2.11921, -1.48700, -0.35493)  -1.128
C (-4.44225, -2.08692, 0.05435)  -0.581
C (-5.16886, -1.13854, -0.91063)  -0.586
C (-4.47985, -1.30025, -2.27561)  -0.425
C (-3.51859, -2.46652, -2.08415)  -0.608
H (-2.51509, -6.37271, -1.29831)  0.429
H (-1.07465, -6.10090, -2.17231)  0.417
H (-2.58344, -5.23157, -2.65180)  0.301
H (-0.83505, -3.84502, -1.23716)  -0.478
H (-0.97940, -5.13015, -0.07608)  0.481
H (-2.67849, -3.76995, 0.90901)  0.627
H (-3.67297, -4.52755, -0.29823)  0.638
H (-1.14530, -1.64801, -0.79961)  0.068
H (-1.93416, -1.51643, 0.72498)  0.053
H (-2.49595, -0.48344, -0.52584)  0.354
H (-4.17122, -1.52084, 0.95013)  0.295
H (-5.02067, -2.93212, 0.41224)  0.566
H (-5.19750, -0.11592, -0.54022)  0.228
H (-6.21619, -1.44129, -0.91495)  0.430
H (-3.98398, -0.41627, -2.66726)  -0.092
H (-5.25079, -1.59330, -2.98674)  0.562
H (-2.61767, -2.36729, -2.68890)  0.362
H (-3.96468, -3.41833, -2.36709)  0.453
C (-3.19479, 1.02654, 2.95604)  -0.543
C (-2.57737, 2.39849, 3.15263)  -0.521
C (-1.27315, 2.46367, 2.39512)  0.607
N (-0.50474, 3.75101, 2.52895)  0.332
C (0.01329, 3.91318, 3.91337)  -0.728
C (-1.31896, 4.93582, 2.11069)  -0.544
C (-0.28583, 6.02976, 1.82172)  -0.728
C (0.97590, 5.25100, 1.38016)  -0.736
C (0.62902, 3.77905, 1.54395)  0.781
H (-3.25138, 0.80054, 1.88430)  -0.160
H (-4.19052, 0.95426, 3.38271)  0.532
H (-2.53265, 0.25755, 3.36340)  0.004
H (-2.42857, 2.60798, 4.21478)  0.359
H (-3.22746, 3.19850, 2.79042)  0.348
H (-1.37455, 2.24187, 1.33068)  -0.689
H (-0.54207, 1.70025, 2.68888)  -0.203
H (0.73399, 4.72850, 3.92337)  0.482
H (0.51870, 2.98844, 4.17594)  0.048
H (-0.78850, 4.17818, 4.59538)  0.361
H (-1.97646, 5.23371, 2.92380)  0.509
H (-1.89102, 4.65859, 1.22753)  0.206
H (-0.08690, 6.57820, 2.73873)  0.329
H (-0.62869, 6.71025, 1.04985)  0.416
H (1.85260, 5.56159, 1.94864)  0.356
H (1.23594, 5.46264, 0.34359)  0.395
H (1.40584, 3.07747, 1.83199)  0.129
H (0.17727, 3.40112, 0.62738)  -0.567
C (-3.38335, 2.45631, -1.08742)  -0.888
C (-2.53171, 3.07691, -2.18975)  -0.378
C (-1.30905, 2.22487, -2.46096)  -0.230
N (-0.61793, 2.56528, -3.76831)  0.617
C (-1.41637, 2.02723, -4.90839)  -0.835
C (0.77062, 2.03833, -3.80501)  -0.488
C (1.53363, 2.88430, -4.83486)  -0.795
C (0.73894, 4.19348, -4.91391)  -0.749
C (-0.42729, 4.04500, -3.93181)  -0.667
H (-4.11697, 1.76933, -1.51178)  0.334
H (-4.00106, 3.20891, -0.59450)  0.500
H (-2.77746, 1.95921, -0.32897)  -0.238
H (-2.24850, 4.08527, -1.88078)  0.347
H (-3.11893, 3.19708, -3.10012)  0.413
H (-1.63089, 1.18404, -2.52912)  -0.015
H (-0.58215, 2.28946, -1.64869)  -0.381
H (-1.56375, 0.95629, -4.80769)  0.286
H (-0.88034, 2.22910, -5.83402)  0.463
H (-2.36755, 2.54676, -4.94953)  0.373
H (0.79426, 0.96437, -3.98255)  0.449
H (1.18278, 2.20862, -2.80850)  0.271
H (1.61968, 2.39396, -5.80153)  0.426
H (2.54809, 3.02702, -4.46619)  0.349
H (0.30330, 4.31980, -5.90753)  0.349
H (1.30445, 5.10783, -4.75638)  0.431
H (-1.32380, 4.56761, -4.25570)  0.467
H (-0.20453, 4.46137, -2.94655)  0.361
C (3.84484, 0.92362, 3.09522)  -1.600
C (2.54221, 0.46978, 3.70848)  1.242
C (2.47672, -0.97992, 4.10911)  -1.371
N (1.09230, -1.53298, 4.29922)  0.657
C (0.27688, -0.70198, 5.22355)  -1.040
C (1.19349, -2.96068, 4.84458)  -0.684
C (0.12287, -3.76250, 4.16817)  -0.973
C (-0.01516, -3.11195, 2.77840)  0.757
C (0.35562, -1.64368, 2.96466)  1.090
H (3.67473, 1.82455, 2.50603)  0.353
H (4.31703, 0.15307, 2.48776)  0.327
H (4.55196, 1.23302, 3.86559)  0.448
H (1.68449, 0.70882, 3.05857)  -0.864
H (2.28242, 1.08531, 4.57933)  0.372
H (3.03209, -1.21833, 5.02064)  0.559
H (2.92633, -1.65567, 3.37346)  0.564
H (0.23365, 0.30767, 4.83261)  0.266
H (0.77947, -0.69756, 6.19133)  0.370
H (-0.70910, -1.14031, 5.34010)  0.446
H (1.12510, -2.85819, 5.92874)  0.335
H (2.22016, -3.29319, 4.69556)  0.492
H (-0.83203, -3.72811, 4.69191)  0.429
H (0.39582, -4.81039, 4.07110)  0.447
H (-1.02055, -3.25363, 2.39239)  -0.264
H (0.68001, -3.58747, 2.08179)  0.183
H (-0.54826, -1.03786, 3.01277)  -1.199
H (0.95088, -1.18382, 2.17710)  -0.257

Q: What is the formula in the first record?
A: C23H44CoNP3S

Q: Among the records above, which one has the highest largest force on an atom?
A: C23H44CoNP3S

Q: Number 2 is which compound?
A: C40H91N5O

Q: The lowest largest force on an atom belongs to which entry?
A: C40H91N5O